Entry 1:
# C20H44AlBF3N4O5

A structure of composition C20H44AlBF3N4O5 at a distorted geometry (ωB97M-V with the def2-TZVPD basis set, OMol25).

CARTESIAN COORDINATES (ANGSTROEM)
C 6.1602 -1.9467 0.4925
C 6.1436 -0.4875 0.8681
O 4.8051 0.0011 0.8306
C 4.6763 1.2931 1.1236
O 5.4529 1.8781 1.8000
C 3.4934 2.0064 0.5409
C 2.2417 1.8268 1.4320
C 1.6971 0.3775 1.2868
Al -0.3267 0.2657 1.0555
C -0.8943 -1.6229 1.5860
C -2.2105 -2.1301 0.9479
C -1.9690 -3.4592 0.2297
N -3.2293 -4.1417 -0.1694
C -1.1528 1.5436 2.4394
C -2.6046 1.1216 2.7709
C -2.7576 0.4081 4.0903
F -3.3586 1.2081 4.9859
F -3.5295 -0.6588 4.0147
F -1.6373 -0.0018 4.6303
B -1.0407 0.8505 -0.8569
O -2.4504 1.0642 -0.9976
N -0.2619 1.1259 -2.0895
C 0.0694 2.5289 -2.2599
C 0.8839 0.2425 -2.2736
H 7.0760 -2.4084 0.8549
H 6.1196 -2.0701 -0.5850
H 5.3321 -2.4861 0.9461
H 6.7575 0.0787 0.1725
H 6.5898 -0.3847 1.8515
H 3.2644 1.5193 -0.4085
H 3.7466 3.0457 0.3646
H 2.5681 2.0045 2.4545
H 1.4921 2.5845 1.2039
H 2.2654 -0.1785 0.5447
H 1.9153 -0.1272 2.2328
H -0.9857 -1.6476 2.6721
H -0.0924 -2.3239 1.3343
H -2.6255 -1.4507 0.1983
H -2.9817 -2.2778 1.7042
H -1.3614 -3.2487 -0.6516
H -1.3765 -4.1049 0.8712
H -3.3329 -4.0244 -1.1713
H -3.9840 -3.6057 0.2458
H -0.5219 1.6440 3.3211
H -1.2061 2.5184 1.9482
H -2.9535 0.4555 1.9900
H -3.2925 1.9609 2.7634
H -2.8023 0.3189 -1.5067
H 0.3706 2.6857 -3.3017
H -0.7942 3.1675 -2.1204
H 0.9110 2.8692 -1.6442
H 1.7710 0.8041 -2.5664
H 0.6678 -0.4263 -3.1150
H 1.0854 -0.3989 -1.4161
C 5.6237 -0.0743 -4.3598
C 5.1334 -1.2120 -3.4967
O 5.8287 -1.7099 -2.6242
N 3.8745 -1.6700 -3.7148
C 2.9031 -1.2076 -4.6884
H 6.6374 0.1767 -4.0623
H 5.6297 -0.3671 -5.4108
H 4.9925 0.8051 -4.2257
H 3.6114 -2.4256 -3.1008
H 2.0066 -0.8652 -4.1689
H 2.6301 -2.0340 -5.3475
H 3.2990 -0.3933 -5.2855
C -5.9043 1.5374 0.2429
C -6.0743 0.5096 1.3370
O -5.1823 -0.2587 1.6367
N -7.2731 0.4687 1.9930
C -8.4419 1.2973 1.7797
H -4.9027 1.4422 -0.1715
H -6.6325 1.3720 -0.5539
H -6.0204 2.5456 0.6446
H -7.3119 -0.2386 2.7101
H -8.6815 1.8328 2.7012
H -9.2930 0.6655 1.5145
H -8.2747 2.0171 0.9856

Cartesian forces (eV/Å) of the 3 atoms listed first:
C -0.10 -0.23 -0.27
C 0.45 -0.59 0.42
O -0.07 -0.47 -0.78

total energy = -1950.6779 a.u.
HOMO energy = -4.2023 eV
charge = -1
gap between HOMO and LUMO = 0.2435 Ha
2S+1 = 1

***

Entry 2:
# C20H44BBr20PS2

A structure of composition C20H44BBr20PS2 at a distorted geometry (ωB97M-V with the def2-TZVPD basis set, OMol25).

CARTESIAN COORDINATES (ANGSTROEM)
S 0.9838 -2.7179 0.1240
P 2.6337 -3.7614 -0.0717
B 4.2589 -2.6702 -0.0617
S 4.2513 -0.8921 -0.4489
H 2.7037 -4.8030 0.8698
H 2.5980 -4.3633 -1.3429
H 5.2922 -3.2020 0.1844
H 4.0354 -0.9335 -1.7864
Br 4.9962 -0.9194 -4.2681
C 6.4140 0.4115 -4.3383
C 7.7461 -0.1779 -3.9603
Br 7.8933 -0.4365 -2.0395
H 6.1101 1.2277 -3.6904
H 6.4294 0.7569 -5.3698
H 8.5511 0.5056 -4.2216
H 7.9260 -1.1426 -4.4234
Br 4.5817 -5.8635 -0.5181
C 6.5161 -5.8247 -0.8763
C 7.0751 -7.0883 -1.4819
Br 7.3514 -8.5354 -0.2153
H 6.9908 -5.5562 0.0627
H 6.6285 -5.0102 -1.5893
H 8.0695 -6.8907 -1.8753
H 6.4453 -7.4872 -2.2708
Br -2.6047 0.4761 2.6670
C -0.9643 0.6407 1.6345
C -1.2436 1.0949 0.2269
Br -1.9405 -0.3571 -0.8591
H -0.4636 -0.3229 1.6769
H -0.3655 1.3822 2.1628
H -0.3242 1.3996 -0.2659
H -1.9610 1.9060 0.1753
Br -1.8183 4.5451 -0.1165
C -3.0485 5.2387 -1.4565
C -3.3130 4.2184 -2.5295
Br -1.8156 4.0702 -3.7682
H -2.6158 6.1556 -1.8388
H -3.9627 5.4707 -0.9149
H -4.1629 4.5199 -3.1397
H -3.4890 3.2232 -2.1319
Br 3.7657 2.9348 2.3537
C 2.5116 3.4222 0.9486
C 2.3457 2.3122 -0.0526
Br 3.8613 2.1985 -1.2608
H 2.8774 4.3417 0.5037
H 1.5701 3.6168 1.4589
H 1.4873 2.5037 -0.6932
H 2.2415 1.3327 0.4096
Br -4.6371 -2.3772 3.2986
C -6.0681 -2.0105 4.5646
C -6.9048 -0.8408 4.1263
Br -5.9913 0.8490 4.4483
H -5.5999 -1.8573 5.5355
H -6.6674 -2.9188 4.5926
H -7.8213 -0.7876 4.7106
H -7.1505 -0.8686 3.0695
Br 4.3315 -7.6601 1.5733
C 4.1721 -8.4441 3.3643
C 3.9229 -9.9293 3.3150
Br 2.0803 -10.3280 2.8329
H 3.3819 -7.9012 3.8731
H 5.1244 -8.2370 3.8496
H 4.0636 -10.3777 4.2964
H 4.5541 -10.4382 2.5933
Br -4.9624 -0.9702 7.6117
C -4.9792 -1.7802 9.3798
C -5.2601 -3.2571 9.3060
Br -7.1435 -3.6112 8.9691
H -5.7125 -1.2379 9.9678
H -3.9862 -1.6021 9.7874
H -5.0448 -3.7344 10.2595
H -4.7011 -3.7532 8.5193
Br -1.2833 8.1336 -3.3020
C -2.6798 9.1271 -4.2234
C -3.7992 9.5077 -3.2939
Br -4.9546 7.9879 -2.9031
H -3.0097 8.5084 -5.0522
H -2.1865 10.0162 -4.6110
H -4.4488 10.2452 -3.7603
H -3.4472 9.8886 -2.3408
Br -2.8009 3.8849 -7.8684
C -4.2853 4.3022 -6.6874
C -5.0947 5.4613 -7.2024
Br -4.1914 7.1574 -6.8932
H -3.8610 4.4843 -5.7047
H -4.8920 3.3993 -6.6588
H -6.0373 5.5386 -6.6642
H -5.2926 5.4010 -8.2675

Cartesian forces (eV/Å) of the 3 atoms listed first:
S 0.01 0.15 0.24
P -1.70 1.42 -0.31
B 0.29 -0.16 -0.51

total energy = -53431.2542 a.u.
HOMO energy = -7.9622 eV
gap between HOMO and LUMO = 0.2576 Ha
2S+1 = 1

***

Entry 3:
# C20H44NO2P2Zn

A structure of composition C20H44NO2P2Zn at a distorted geometry (ωB97M-V with the def2-TZVPD basis set, OMol25).

CARTESIAN COORDINATES (ANGSTROEM)
Zn 0.5313 -0.0452 0.2435
P 0.1371 -1.8765 -1.4298
P 0.3585 2.2919 0.3432
N 1.0338 0.7936 -2.0306
C 1.0777 -1.4560 -3.0429
H 1.8560 -2.2147 -3.1823
H 0.3424 -1.5863 -3.8646
C 1.6344 -0.0092 -3.0595
H 2.7558 -0.1041 -2.9765
H 1.4072 0.4075 -4.0858
C 1.2210 2.1981 -2.2946
H 0.2033 2.4982 -2.6128
H 1.9409 2.5199 -3.0613
C 1.4670 2.9711 -1.0055
H 1.3561 4.0599 -1.1355
H 2.4863 2.7435 -0.6756
C 1.1447 3.1116 1.7966
C 2.2307 2.1975 2.3713
H 2.9978 1.9363 1.6346
H 1.8033 1.2655 2.7682
H 2.7183 2.7226 3.2008
C -1.2183 3.1754 -0.0314
C -2.3736 2.7162 0.8816
H -3.3266 2.9762 0.3957
H -2.3578 3.2240 1.8565
H -2.3658 1.6291 1.0519
C -1.4952 -2.5534 -2.0099
C -2.2457 -3.3230 -0.9126
H -3.2935 -3.4475 -1.2226
H -2.2399 -2.7958 0.0484
H -1.8491 -4.3364 -0.7674
C 1.1037 -3.3188 -0.7766
C 0.6149 -3.7129 0.6205
H 1.3980 -4.2994 1.1173
H -0.2777 -4.3467 0.5762
H 0.3783 -2.8582 1.2642
C 2.5645 -0.5252 0.3364
O 3.6950 -0.6790 0.1575
C -1.0530 4.7039 -0.0663
H -0.0454 5.0383 0.2071
H -1.2679 5.0820 -1.0739
H -1.7662 5.1815 0.6159
C -1.4628 -3.3558 -3.3297
H -2.2740 -4.0999 -3.3333
H -1.6201 -2.6876 -4.1880
H -0.5166 -3.8917 -3.4742
C 1.1453 -4.5428 -1.6941
H 1.8105 -5.2942 -1.2465
H 0.1556 -5.0068 -1.7994
H 1.5454 -4.3139 -2.6870
C 0.1359 3.5083 2.8682
H -0.4612 2.6555 3.2174
H 0.6892 3.8958 3.7320
H -0.5467 4.2964 2.5331
H 1.6233 4.0256 1.4074
H 2.1214 -2.9047 -0.6813
H -1.4530 2.8220 -1.0502
H -2.0632 -1.6246 -2.2026
H -3.8009 0.6048 -3.3184
H -3.1457 0.7793 -3.0430
C -1.5748 -0.0301 4.1180
C -0.6194 -0.7035 3.2033
C 0.5968 -1.3012 3.8242
O -0.8175 -0.7766 1.9562
H -1.0877 0.1668 5.0727
H -2.4370 -0.6717 4.3217
H -1.9509 0.9068 3.6842
H 0.4466 -2.3789 4.0198
H 1.4566 -1.2245 3.1402
H 0.8227 -0.8084 4.7802

Cartesian forces (eV/Å) of the 3 atoms listed first:
Zn -0.70 -0.07 -2.17
P 0.68 -0.13 -0.70
P 0.55 1.46 -0.60

total energy = -3455.4355 a.u.
HOMO energy (spin up / spin down) = -9.2417 / -9.2422 eV
charge = +1
gap between HOMO and LUMO (spin up / spin down) = 0.2319 / 0.2319 Ha
2S+1 = 1
energy above the lowest of the compared OMol25 structures with the same formula, charge and spin = 0.0 kcal per mole

***

Entry 4:
# C20H44NO2P3Sm

A structure of composition C20H44NO2P3Sm at a distorted geometry (ωB97M-V with the def2-TZVPD basis set, OMol25).

CARTESIAN COORDINATES (ANGSTROEM)
Sm -0.2358 -0.2564 -0.9607
P 0.5815 -2.7311 -1.6974
P 2.6035 -0.2607 0.1257
P -3.0157 0.3243 -1.3513
H 1.6740 2.8555 -1.4503
C 0.6373 3.1276 -1.2349
C 0.1314 3.3161 0.0152
H 0.7222 3.2470 0.9290
C 1.4517 -2.3306 -3.2864
C 1.5577 -4.0558 -0.9625
C -0.8827 -3.5778 -2.4046
C 3.0899 1.2238 1.0976
C 3.0215 -1.5869 1.3285
C 4.0126 -0.3598 -1.0508
C -3.6944 1.8434 -0.6122
C -4.2857 -0.7709 -0.6471
C -3.5387 0.4678 -3.1152
H -0.0076 3.1567 -2.1243
H -0.9106 3.5997 0.1836
H 0.9429 -2.8848 -4.0842
H 2.4902 -2.6688 -3.1939
H 1.4782 -1.2607 -3.5512
H 1.5951 -4.9191 -1.6291
H 1.1015 -4.3593 -0.0169
H 2.5693 -3.7193 -0.7274
H -0.4932 -4.4250 -2.9811
H -1.4657 -2.9087 -3.0528
H -1.5511 -3.9318 -1.6113
H 4.1545 1.4265 0.9459
H 2.9132 1.0280 2.1580
H 2.5047 2.0872 0.7714
H 4.1064 -1.7515 1.3557
H 2.5243 -2.5204 1.0449
H 2.6812 -1.2788 2.3230
H 4.9615 -0.3693 -0.4978
H 3.9915 0.5193 -1.7082
H 3.9294 -1.2702 -1.6566
H -4.4965 2.2327 -1.2447
H -2.9289 2.6082 -0.4828
H -4.1076 1.5940 0.3677
H -5.2627 -0.5578 -1.0940
H -4.3473 -0.5859 0.4292
H -4.0398 -1.8201 -0.8128
H -4.5820 0.8184 -3.2390
H -3.4331 -0.5135 -3.6099
H -2.8442 1.1507 -3.6365
C -0.5167 1.1537 -5.1465
C 0.3115 0.5347 -6.0752
C 0.1742 0.8430 -7.4422
C -0.7252 1.8489 -7.8499
C -1.5375 2.4884 -6.9072
C -1.4199 2.1575 -5.5378
O -0.5216 0.6637 -3.8162
H 0.2773 0.1198 -3.7224
H 1.0115 -0.2037 -5.6752
H 0.7849 0.2973 -8.1652
H -0.8017 2.0792 -8.9310
H -2.2683 3.2407 -7.2476
H -2.0359 2.6522 -4.7945
C -0.9436 -1.9821 3.1979
N -1.3404 -0.5858 3.2758
C -1.9925 -0.0572 4.4645
C -1.2254 0.2013 2.2251
O -0.7854 -0.2115 1.1043
H -1.2204 -2.4350 4.1481
H 0.1343 -2.1009 3.0493
H -1.4408 -2.5160 2.3831
H -1.4055 0.7786 4.8668
H -2.9855 0.3410 4.2095
H -2.0808 -0.8561 5.1993
H -1.5195 1.2448 2.3401

Cartesian forces (eV/Å) of the 3 atoms listed first:
Sm 0.23 1.95 0.03
P 0.07 -1.12 -1.24
P 1.09 0.14 0.36

total energy = -2674.7755 a.u.
HOMO energy (spin up / spin down) = -15.8775 / -15.8790 eV
charge = +3
gap between HOMO and LUMO (spin up / spin down) = 0.1834 / 0.2429 Ha
2S+1 = 6
energy above the lowest of the compared OMol25 structures with the same formula, charge and spin = 5.1 kcal per mole

***

Entry 5:
# C20H44O8

A cluster of 8 separate species, C20H44O8 in total at a distorted geometry (ωB97M-V with the def2-TZVPD basis set, OMol25).

CARTESIAN COORDINATES (ANGSTROEM)
C -8.2722 13.6576 -1.0938
C -9.4939 14.6377 -1.0731
C -10.8389 13.9102 -0.9244
O -9.3588 15.8457 -1.1638
H -7.6681 13.7753 -0.1942
H -7.6540 13.7979 -1.9805
H -8.6042 12.6237 -0.9994
H -11.0381 13.2576 -1.7744
H -11.6154 14.6750 -0.9107
H -10.7689 13.2145 -0.0882
C -4.4159 9.7556 -5.4739
C -4.7698 10.0190 -4.0320
C -6.2077 9.7600 -3.6387
O -3.9735 10.4801 -3.2211
H -3.3290 9.6785 -5.5025
H -4.5616 10.6526 -6.0758
H -4.8486 8.8367 -5.8696
H -6.4759 9.4921 -2.6167
H -6.5177 8.8603 -4.1703
H -6.8457 10.5676 -3.9977
C -8.5841 12.8583 3.0909
C -8.9510 11.4458 2.6703
C -8.4402 10.2244 3.5029
O -9.7219 11.4116 1.6603
H -9.2946 13.0852 3.8858
H -8.7769 13.5826 2.2996
H -7.5553 12.9412 3.4412
H -7.5789 10.3829 4.1518
H -8.1803 9.4004 2.8383
H -9.3082 9.9568 4.1054
C -13.4078 7.3625 -2.8459
C -14.7525 6.7296 -2.6523
C -15.1437 6.3610 -1.2560
O -15.4920 6.5149 -3.5934
H -12.9728 7.6339 -1.8841
H -13.5595 8.2392 -3.4755
H -12.7330 6.6076 -3.2494
H -15.3660 5.3024 -1.1211
H -16.0201 6.9318 -0.9491
H -14.2672 6.6185 -0.6615
C -4.9172 11.0916 1.9442
C -5.5147 10.3292 0.7563
C -4.6022 9.4938 -0.0944
O -6.6438 10.4743 0.4965
H -5.6111 11.4085 2.7228
H -4.4807 11.9148 1.3786
H -4.1304 10.4827 2.3895
H -4.8881 9.3374 -1.1345
H -4.4752 8.5556 0.4458
H -3.6738 10.0647 -0.1086
C -12.1545 11.3098 -4.8129
C -13.2826 11.6698 -3.9024
C -14.7063 11.4525 -4.3354
O -13.1570 12.2233 -2.8740
H -11.9929 12.0917 -5.5550
H -12.2668 10.3585 -5.3329
H -11.2243 11.2462 -4.2483
H -14.7256 10.5006 -4.8661
H -15.1395 12.1792 -5.0226
H -15.3171 11.4384 -3.4327
C -10.2561 10.1768 -1.4927
O -8.8675 10.1002 -1.7318
H -10.6899 11.1713 -1.5964
H -10.8229 9.4078 -2.0176
H -10.3965 10.1106 -0.4138
H -8.4472 10.2006 -0.8745
C -8.8950 7.3441 1.0687
O -8.8305 5.9892 1.4398
H -8.0622 7.9168 1.4769
H -8.7376 7.5348 0.0072
H -9.7578 7.8876 1.4537
H -9.6762 5.5875 1.2277

Cartesian forces (eV/Å) of the 3 atoms listed first:
C -0.80 0.27 0.45
C 0.67 -0.62 -0.15
C 0.71 0.92 -0.51

total energy = -1390.2552 a.u.
HOMO energy = -9.0602 eV
gap between HOMO and LUMO = 0.3458 Ha
2S+1 = 1
structure (SMILES) = CC(C)=O.CC(C)=O.CC(C)=O.CC(C)=O.CC(C)=O.CC(C)=O.CO.CO
energy above the lowest of the compared OMol25 structures with the same formula, charge and spin = 36.5 kcal per mole

***

Entry 6:
# C20H45AsF6HfN3S2SbSi3

A structure of composition C20H45AsF6HfN3S2SbSi3 (ωB97M-V with the def2-TZVPD basis set, OMol25).

CARTESIAN COORDINATES (ANGSTROEM)
Hf -0.3236 0.2961 0.9762
C 0.9979 -2.8174 -4.0813
Si 1.2118 -0.5335 -1.8793
C 2.8627 -0.7524 -2.7254
C 0.5015 1.1859 -2.2279
C 1.3445 -0.7112 -0.0124
Si 1.3880 -2.5452 0.6346
C -0.3173 -3.3257 0.5845
C 2.5557 -3.5711 -0.4014
C 1.9027 -2.6104 2.4414
Si 2.8820 0.1838 0.5965
C 4.4999 -0.7412 0.6043
C 3.1600 1.8840 -0.1636
C 2.4112 0.6015 2.4084
C 3.3241 1.0210 3.3683
C 2.9124 1.2422 4.6739
C 1.5753 1.0517 5.0084
C 0.6962 0.6833 4.0143
N 1.1003 0.4799 2.7412
H 1.3357 -2.1181 -4.8404
H 0.3925 -3.5909 -4.5499
H 1.8492 -3.2946 -3.6045
H 2.7950 -0.6043 -3.8051
H 3.2624 -1.7516 -2.5436
H 3.5998 -0.0349 -2.3587
H 0.0701 1.2482 -3.2286
H 1.2865 1.9427 -2.1661
H -0.3118 1.5066 -1.5534
H -0.6793 -3.4201 -0.4364
H -1.0790 -2.8262 1.1876
H -0.2009 -4.3325 0.9993
H 2.1045 -3.8073 -1.3690
H 2.7515 -4.5231 0.0990
H 3.5191 -3.0942 -0.5834
H 1.1270 -2.2387 3.1152
H 2.8404 -2.1150 2.6953
H 2.0343 -3.6713 2.6767
H 4.7635 -1.0495 -0.4100
H 4.4849 -1.6342 1.2289
H 5.3072 -0.0943 0.9569
H 3.4492 1.8467 -1.2148
H 3.9842 2.3646 0.3716
H 2.3000 2.5595 -0.0941
H 4.3675 1.1366 3.1018
H 3.6236 1.5450 5.4320
H 1.2248 1.1790 6.0230
H -0.3529 0.5035 4.2152
F -1.5217 -0.6485 -0.3806
Sb -3.7681 0.2469 0.4975
F -1.5565 -0.4291 2.3037
F -4.9528 -1.7404 -3.4371
F -4.3104 1.4049 1.9172
F -2.1149 1.4889 0.5460
F -4.3327 1.3318 -0.9369
C -2.6023 6.0785 2.4073
N -1.4287 5.1885 2.3051
C -1.4048 3.8730 2.4311
S 0.0114 3.1445 1.6548
N -2.2969 3.1351 3.0426
C -3.3362 3.5944 3.9838
H -2.3580 6.9882 1.8677
H -2.8199 6.3278 3.4426
H -3.4590 5.6052 1.9354
H -0.5627 5.6224 2.0144
H -2.2852 2.1457 2.8473
H -4.1947 3.9980 3.4554
H -2.9081 4.3271 4.6624
H -3.6540 2.7268 4.5532
C -3.1936 -2.8187 -5.3835
As -3.2688 -2.0081 -3.6635
C -3.0549 -3.2728 -2.2477
C -2.7419 -0.1724 -3.7444
S -0.0762 -2.0113 -2.8481
H -3.8860 -2.2756 -6.0254
H -3.4943 -3.8611 -5.3060
H -2.1837 -2.7428 -5.7842
H -3.9962 -3.8226 -2.2528
H -2.8940 -2.7685 -1.2994
H -2.2142 -3.9263 -2.4578
H -3.6104 0.3386 -4.1595
H -1.8777 -0.0908 -4.3961
H -2.4984 0.2115 -2.7572

Cartesian forces (eV/Å) of the 3 atoms listed first:
Hf -0.22 -0.59 -0.54
C 0.01 -0.02 -0.03
Si 0.21 -0.07 -0.09

total energy = -5740.8944 a.u.
HOMO energy (spin up / spin down) = -16.1954 / -16.1950 eV
charge = +3
gap between HOMO and LUMO (spin up / spin down) = 0.2847 / 0.1400 Ha
2S+1 = 2
energy above the lowest of the compared OMol25 structures with the same formula, charge and spin = 0.0 kcal per mole